Record 1
This record from the OMol25 dataset describes a cluster of 2 separate species, CH5IN2 in total. The level of theory is ωB97M-V/def2-TZVPD.

Calculated values
**2S+1**: 3
**Frontier orbital gap (alpha / beta)**: 0.266 / 0.299 Eh
**Highest occupied orbital energy (alpha / beta)**: -7.1 / -9.5 eV
**Lowest unoccupied orbital energy (alpha / beta)**: 0.006 / -0.049 Ha
**⟨S²⟩**: 2.007

The geometry in XYZ format:
```
9
CH5IN2 | the OMol25 dataset | ωB97M-V/def2-TZVPD
C 0.434 -2.480 -0.226
N -1.031 1.927 0.622
N -0.163 1.083 0.670
I 2.505 -2.715 -1.000
H -0.067 -1.623 -0.651
H 0.549 -2.566 0.871
H -0.751 2.760 1.154
H 0.063 -3.544 -0.586
H -0.431 0.206 0.055
```

Table of Löwdin atomic charges, one value per atom, all in e:
1 C -0.530
2 N -0.077
3 N -0.076
4 I 0.555
5 H -0.047
6 H -0.006
7 H 0.073
8 H 0.021
9 H 0.088

=====

Record 2
This record from the OMol25 dataset describes the ion CH5IN4O with charge +2. The level of theory is ωB97M-V/def2-TZVPD.

Calculated values
**Net charge**: +2
**Frontier orbital gap (alpha / beta)**: 0.258 / 0.248 Eh
**Highest occupied orbital energy (alpha / beta)**: -19.1 / -19.1 eV
**Lowest unoccupied orbital energy (alpha / beta)**: -0.444 / -0.454 Ha

The geometry in XYZ format:
```
12
CH5IN4O | the OMol25 dataset | ωB97M-V/def2-TZVPD
C -0.724 -0.902 -0.144
N 0.682 -1.072 -0.075
N -1.160 0.433 -0.005
N 1.850 -0.438 0.092
N -0.343 1.434 0.202
O -1.452 -1.827 -0.315
I -3.390 0.517 -0.087
H 0.666 -2.028 -0.465
H 1.827 0.580 0.360
H 2.636 -0.652 -0.476
H -0.828 2.273 -0.052
H 0.237 1.682 0.964
```

Table of Löwdin atomic charges, one value per atom, all in e:
1 C -0.510
2 N 0.163
3 N -0.317
4 N 0.291
5 N 0.155
6 O 0.170
7 I 1.208
8 H 0.212
9 H 0.172
10 H 0.170
11 H 0.136
12 H 0.150

=====

Record 3
This record from the OMol25 dataset describes an isolated molecule of CH5INP. The level of theory is ωB97M-V/def2-TZVPD.

Calculated values
**Frontier orbital gap**: 0.316 Eh
**Highest occupied orbital energy**: -9.2 eV
**Lowest unoccupied orbital energy**: -0.021 Ha

The geometry in XYZ format:
```
9
CH5INP | the OMol25 dataset | ωB97M-V/def2-TZVPD
C -1.121 0.984 -0.277
N -0.657 -0.334 -0.491
P 0.652 -0.957 0.101
I 3.064 -0.108 -0.049
H -0.431 1.676 -0.762
H -2.221 0.923 -0.304
H -1.033 1.484 0.740
H 0.924 -2.175 -0.428
H 0.823 -1.493 1.470
```

Table of Löwdin atomic charges, one value per atom, all in e:
1 C -0.286
2 N -0.393
3 P 0.375
4 I 0.215
5 H 0.066
6 H 0.076
7 H 0.070
8 H -0.083
9 H -0.040

=====

For each record above, in turn, the calculated max |F| values are 0.128, 0.073, 0.055 hartree/bohr.
For each record above, in turn, the calculated E_tot values are -12194.31930, -17202.28692, -19995.86936 eV.